{
  "formula": "C79H177N11O11",
  "method": "wB97M-V/def2-TZVPD",
  "species": ["C", "C", "C", "C", "C", "C", "N", "O", "C", "C", "C", "H", "H", "H", "H", "H", "H", "H", "H", "H", "H", "H", "H", "H", "H", "H", "H", "H", "H", "H", "C", "C", "C", "C", "C", "C", "N", "O", "C", "C", "C", "H", "H", "H", "H", "H", "H", "H", "H", "H", "H", "H", "H", "H", "H", "H", "H", "H", "H", "H", "C", "C", "C", "C", "C", "C", "N", "O", "C", "C", "C", "H", "H", "H", "H", "H", "H", "H", "H", "H", "H", "H", "H", "H", "H", "H", "H", "H", "H", "H", "C", "C", "C", "C", "C", "C", "N", "O", "C", "C", "C", "H", "H", "H", "H", "H", "H", "H", "H", "H", "H", "H", "H", "H", "H", "H", "H", "H", "H", "H", "C", "C", "C", "C", "C", "C", "N", "O", "C", "C", "C", "H", "H", "H", "H", "H", "H", "H", "H", "H", "H", "H", "H", "H", "H", "H", "H", "H", "H", "H", "C", "C", "C", "C", "C", "C", "N", "O", "C", "C", "C", "H", "H", "H", "H", "H", "H", "H", "H", "H", "H", "H", "H", "H", "H", "H", "H", "H", "H", "H", "C", "C", "C", "C", "C", "C", "N", "O", "C", "C", "C", "H", "H", "H", "H", "H", "H", "H", "H", "H", "H", "H", "H", "H", "H", "H", "H", "H", "H", "H", "C", "C", "C", "O", "C", "N", "H", "H", "H", "H", "H", "H", "H", "H", "H", "H", "H", "C", "C", "C", "O", "C", "N", "H", "H", "H", "H", "H", "H", "H", "H", "H", "H", "H", "C", "C", "C", "O", "C", "N", "H", "H", "H", "H", "H", "H", "H", "H", "H", "H", "H", "C", "C", "C", "O", "C", "N", "H", "H", "H", "H", "H", "H", "H", "H", "H", "H", "H"],
  "xyz": [[15.703015, 9.788159, 17.880928], [16.097936, 8.695005, 16.902200], [15.459968, 8.967501, 15.534671], [16.141048, 10.151405, 14.850422], [17.595934, 9.931537, 14.629681], [18.313319, 9.722241, 15.994919], [17.564053, 8.559144, 16.726263], [18.105327, 8.367975, 18.019329], [19.735010, 9.106590, 15.783683], [18.378768, 11.052655, 16.768662], [15.581545, 7.298159, 17.331754], [16.496665, 9.982043, 18.575539], [14.776902, 9.540436, 18.354401], [15.481878, 10.785332, 17.483178], [15.667940, 8.019656, 14.896944], [14.366813, 9.082066, 15.666991], [15.845231, 11.064727, 15.318110], [15.685119, 10.356260, 13.853176], [18.180571, 10.670893, 14.068237], [17.764733, 8.961666, 14.123336], [20.432049, 9.749608, 15.210580], [20.311495, 8.958945, 16.725587], [19.638889, 8.124829, 15.347631], [17.453068, 11.657140, 16.772517], [18.694759, 10.892476, 17.833791], [19.257503, 11.535712, 16.393920], [14.503299, 7.390181, 17.607476], [16.135012, 6.951465, 18.215286], [15.707453, 6.539077, 16.543158], [18.691575, 7.624102, 17.972801], [16.088137, 15.616120, 10.969567], [17.303005, 14.928528, 11.447989], [18.010263, 14.005785, 10.425282], [18.802571, 14.827359, 9.310673], [19.853132, 15.691139, 9.990310], [19.197359, 16.681196, 11.047934], [18.394521, 15.808854, 11.924271], [17.883259, 16.598655, 12.997043], [20.343489, 17.134793, 11.913557], [18.538974, 17.865551, 10.426603], [17.033365, 14.124604, 12.729095], [15.296596, 14.857262, 10.663105], [16.245525, 16.223228, 10.085079], [15.678287, 16.299651, 11.709506], [18.605882, 13.398709, 11.048762], [17.265234, 13.363180, 9.918080], [18.145175, 15.472517, 8.786179], [19.311063, 14.033942, 8.750530], [20.365049, 16.247740, 9.225320], [20.551988, 15.071826, 10.533006], [20.866647, 16.311061, 12.496124], [21.123613, 17.578768, 11.321793], [19.839389, 17.696878, 12.731478], [17.578168, 17.611733, 9.917457], [18.280098, 18.650990, 11.222990], [19.179921, 18.391043, 9.739316], [16.733429, 14.847147, 13.458493], [17.985525, 13.727964, 13.095389], [16.353953, 13.267937, 12.685371], [17.181199, 17.180681, 12.610036], [21.549801, 15.817304, 16.214395], [20.276365, 15.330408, 17.001897], [20.716081, 14.417150, 18.130833], [19.629441, 14.045376, 19.185525], [19.261684, 15.355945, 19.828752], [18.609348, 16.304109, 18.757920], [19.564761, 16.404162, 17.603242], [18.821789, 17.056497, 16.580741], [17.272569, 15.743328, 18.328698], [18.382676, 17.704314, 19.387110], [19.424726, 14.483807, 15.958454], [21.281187, 16.540650, 15.471557], [22.070311, 14.946507, 15.914721], [22.241044, 16.187990, 16.965969], [20.893867, 13.470444, 17.649552], [21.614048, 14.810442, 18.614222], [20.122640, 13.404593, 19.978880], [18.796285, 13.533287, 18.724078], [20.157924, 15.798131, 20.224526], [18.515554, 15.256289, 20.684434], [16.521285, 15.768801, 19.110569], [16.829817, 16.168959, 17.355708], [17.441471, 14.653889, 18.138261], [18.015124, 18.476296, 18.729887], [17.502683, 17.462088, 20.039171], [19.180998, 18.064935, 19.962959], [19.225317, 15.147814, 15.124199], [18.422946, 14.291939, 16.354866], [19.879182, 13.527471, 15.730770], [19.341521, 17.709899, 16.055656], [24.299820, 20.589969, 18.218223], [23.890436, 19.611820, 19.265422], [22.648550, 18.927922, 18.786693], [22.347742, 17.684164, 19.678537], [23.540991, 16.758757, 19.692687], [24.917560, 17.374884, 20.072108], [25.028936, 18.609779, 19.289170], [26.140754, 19.316451, 19.895032], [25.019309, 17.530355, 21.625520], [26.024569, 16.414018, 19.638708], [23.602682, 20.334875, 20.628941], [24.387180, 19.981037, 17.294717], [25.266432, 21.041036, 18.269492], [23.460723, 21.249379, 18.082332], [21.743051, 19.498794, 18.811269], [22.799194, 18.569607, 17.720263], [21.491698, 17.161909, 19.224344], [22.000661, 17.900676, 20.672682], [23.718483, 16.293555, 18.668075], [23.401885, 15.899166, 20.345453], [25.945567, 17.888369, 22.059911], [24.240069, 18.160384, 22.073238], [24.934526, 16.502289, 22.023187], [25.842753, 16.169470, 18.598713], [27.100335, 16.812465, 19.621815], [26.070786, 15.517163, 20.293343], [23.227092, 21.319160, 20.424713], [24.554446, 20.426382, 21.141851], [22.970566, 19.724263, 21.257272], [26.828383, 19.131848, 19.254945], [13.928103, 16.696384, 19.614563], [13.819432, 18.172928, 19.633458], [14.554506, 18.664682, 18.372007], [14.296038, 20.074722, 17.838597], [12.822048, 20.231444, 17.685048], [12.046827, 19.908318, 18.997141], [12.369844, 18.497416, 19.410290], [11.616544, 18.031409, 20.559535], [12.373604, 21.046343, 20.078330], [10.566685, 19.989644, 18.698448], [14.439196, 18.834643, 20.906597], [13.314257, 16.115482, 20.299569], [14.942399, 16.363237, 19.802535], [13.691032, 16.297215, 18.651380], [15.627816, 18.541417, 18.548017], [14.422678, 17.946277, 17.586485], [14.846381, 20.235969, 16.885868], [14.787700, 20.823708, 18.462175], [12.487170, 19.468043, 16.979446], [12.486838, 21.212400, 17.389839], [13.416260, 21.459624, 20.006780], [11.700596, 21.935953, 19.977438], [12.203641, 20.621582, 21.015531], [9.910750, 19.913909, 19.569297], [10.345818, 20.965340, 18.193723], [10.196640, 19.222006, 17.971989], [13.937057, 18.463255, 21.824407], [14.483657, 19.915954, 20.965557], [15.487665, 18.545343, 20.876899], [11.089197, 17.304564, 20.155193], [28.724677, 19.022590, 15.131127], [27.297149, 18.457862, 15.134206], [26.222066, 19.270650, 14.365590], [24.860495, 18.644106, 14.414260], [25.007594, 17.259419, 13.796288], [26.131535, 16.440044, 14.403634], [27.374889, 17.166590, 14.548993], [28.221862, 16.327199, 15.211220], [25.638186, 15.775702, 15.740145], [26.321501, 15.295641, 13.357943], [26.832443, 18.381141, 16.606443], [28.768151, 20.065946, 15.352054], [29.160825, 18.949896, 14.179628], [29.344148, 18.651496, 15.987399], [26.176835, 20.280684, 14.790289], [26.507057, 19.411300, 13.326462], [24.194892, 19.145525, 13.745113], [24.434167, 18.630555, 15.353786], [25.319868, 17.376240, 12.791638], [24.149198, 16.648058, 13.805332], [25.155203, 14.825001, 15.528932], [26.427626, 15.348614, 16.351550], [25.037193, 16.242731, 16.459503], [25.300406, 14.953525, 13.201155], [26.686615, 15.721743, 12.417309], [26.984290, 14.449110, 13.636570], [26.818704, 19.353840, 17.024261], [27.451851, 17.809141, 17.256784], [25.848924, 18.031159, 16.707708], [29.033977, 16.379668, 14.733788], [26.144452, 12.218837, 20.809725], [25.913757, 11.901974, 19.315956], [26.767847, 12.896704, 18.483211], [28.214494, 12.534826, 18.587098], [28.636541, 11.049996, 18.398874], [27.733991, 10.055414, 19.217523], [26.352535, 10.575130, 18.944121], [25.420243, 9.734098, 19.728830], [27.802854, 8.636833, 18.578106], [28.121778, 9.805976, 20.687992], [24.388410, 12.032498, 18.959446], [25.593051, 13.182120, 21.087208], [27.190435, 12.364816, 21.029992], [25.751070, 11.400670, 21.475101], [26.357323, 12.812657, 17.458354], [26.645458, 13.989364, 18.825077], [28.583707, 12.744294, 19.600824], [28.809887, 13.224241, 18.020211], [29.709289, 10.937188, 18.533092], [28.482204, 10.741867, 17.326321], [28.869964, 8.323128, 18.399322], [27.575322, 7.801532, 19.314375], [27.210154, 8.337151, 17.777431], [28.379227, 10.703316, 21.223731], [27.296157, 9.281849, 21.248851], [28.942878, 9.074648, 20.775129], [24.250154, 11.638789, 17.939704], [24.194816, 13.124053, 18.984469], [23.714202, 11.599706, 19.689784], [25.062126, 9.164601, 19.027006], [18.383098, 21.189450, 17.488984], [18.515682, 21.776576, 16.119054], [18.707456, 20.665071, 15.110851], [19.753998, 19.825675, 15.458183], [21.067062, 20.367435, 15.285799], [17.234909, 22.461074, 15.742523], [19.259972, 20.542558, 17.588453], [17.467685, 20.594842, 17.703750], [18.300933, 21.913993, 18.346550], [19.363995, 22.532439, 16.256205], [18.890079, 21.198685, 14.155569], [17.880408, 20.003566, 14.967444], [21.782309, 19.528500, 15.353250], [21.269334, 21.265342, 15.924477], [21.256091, 20.662532, 14.230481], [16.928413, 22.894973, 16.629182], [17.357152, 23.041186, 14.903651], [20.858151, 11.001655, 11.113370], [21.550129, 12.314986, 11.628512], [22.388408, 12.044212, 12.883410], [21.700168, 11.563663, 14.033503], [22.479079, 11.519755, 15.190321], [22.376829, 12.893935, 10.518059], [20.430030, 10.433531, 11.943606], [21.532194, 10.223589, 10.632981], [20.082609, 11.197424, 10.382113], [20.772901, 12.992186, 11.869134], [22.916194, 12.986318, 13.138433], [23.135279, 11.243319, 12.664128], [23.338699, 10.826469, 14.940922], [21.828279, 11.229922, 16.010591], [22.902419, 12.497945, 15.475001], [22.964563, 13.650261, 10.799665], [23.029476, 12.162323, 10.211877], [21.465048, 17.634135, 24.168785], [20.444068, 16.742510, 23.626801], [20.845129, 15.283961, 23.444536], [21.918543, 15.216392, 22.503019], [22.688519, 14.053536, 22.710360], [19.195572, 16.681854, 24.443302], [21.691892, 17.356410, 25.189733], [20.964225, 18.601089, 24.193504], [22.346325, 17.688108, 23.553773], [20.138911, 17.101315, 22.612869], [19.960006, 14.672653, 23.132698], [21.124122, 14.910773, 24.470722], [23.361713, 13.954834, 21.867405], [21.991665, 13.198810, 22.777162], [23.250694, 14.060322, 23.660151], [18.743789, 17.562754, 24.531371], [19.397793, 16.318649, 25.386023], [14.969508, 21.306176, 12.652956], [14.394507, 19.906250, 12.101688], [14.550780, 18.812876, 13.140736], [15.909619, 18.781335, 13.617551], [16.053564, 18.121075, 14.839802], [12.996784, 19.820884, 11.734453], [14.850348, 21.246378, 13.711210], [14.455459, 22.161394, 12.270201], [16.017380, 21.266150, 12.457473], [15.018946, 19.644445, 11.208426], [14.235814, 17.839195, 12.776127], [13.910319, 18.967931, 13.992630], [17.136395, 18.130350, 15.048806], [15.675259, 17.058759, 14.957521], [15.489426, 18.629038, 15.652407], [12.679913, 20.351729, 10.951930], [12.433125, 20.147655, 12.517334]],
  "forces_ev_per_angstrom": [[-0.1, 0.8, -0.1], [-0.1, -0.6, -0.7], [1.0, -1.3, -1.1], [-1.8, 0.2, -2.1], [1.8, -1.4, 1.3], [-0.1, -1.2, 0.9], [0.1, 0.8, -1.4], [-0.2, 1.1, 0.5], [0.5, 1.0, 0.8], [0.3, -1.0, 1.5], [-0.3, 0.3, 0.8], [0.2, -0.3, 0.8], [-0.4, -0.4, 0.8], [0.2, -0.3, -0.7], [-0.6, 1.5, 0.8], [0.6, 0.0, -0.2], [0.4, 0.8, 0.9], [0.1, -0.6, 0.3], [-0.5, 0.2, 0.1], [-0.4, 0.4, -0.2], [-0.8, -0.3, -0.2], [-0.7, 0.1, -0.2], [0.0, -0.2, -0.4], [0.7, -0.2, -0.3], [-0.6, -0.2, -0.7], [0.1, 1.0, -0.7], [0.7, -0.2, -0.3], [-0.3, 0.1, -0.1], [0.0, 0.5, 0.2], [0.3, -0.6, -0.4], [-1.9, -0.3, -1.2], [1.9, -1.3, 0.4], [-1.5, 1.8, -1.6], [0.6, -2.0, 2.7], [-1.5, 0.5, 0.6], [1.6, -2.7, -0.7], [-0.3, 0.8, 0.3], [-0.4, 0.8, -0.5], [0.1, -0.7, 2.3], [-2.1, 1.5, 0.8], [0.3, -0.6, 0.0], [0.8, 0.9, 0.6], [0.2, 0.0, -0.3], [-0.3, -0.1, 0.2], [1.3, -0.8, 0.2], [0.2, 0.2, 0.3], [-0.8, 0.1, -1.0], [-0.3, 0.6, -0.7], [0.5, 0.5, -0.2], [0.3, -0.2, 0.1], [-0.8, 0.4, -1.0], [0.1, 1.0, 0.0], [1.0, 0.5, -0.6], [0.9, 0.3, 0.2], [0.2, -1.1, -0.9], [0.4, 0.0, -0.4], [-0.6, 0.0, 0.7], [0.0, 0.1, -0.1], [-0.3, 0.3, -0.4], [0.6, -0.3, 0.5], [-1.1, -0.1, 2.6], [-0.1, -2.0, -0.9], [-0.5, -1.2, 0.3], [1.9, 0.5, 0.7], [-2.3, 0.4, 0.2], [1.1, 0.3, -0.1], [-0.2, 2.3, 0.1], [-0.5, 0.8, -1.0], [-0.7, -1.5, -1.8], [-2.2, -1.8, -0.1], [-0.5, 1.3, 1.2], [0.2, 0.2, -0.6], [0.3, -1.0, -1.3], [0.0, 0.9, 0.0], [1.0, -0.4, -0.2], [0.0, -0.2, 0.1], [-0.7, 0.3, -1.0], [-0.1, -0.3, 0.0], [0.4, 0.4, 0.3], [0.8, 0.1, -0.9], [0.1, 0.2, 0.1], [0.8, -0.4, 1.6], [-0.5, 0.8, -0.1], [0.2, 0.0, -0.6], [0.8, 0.6, 0.1], [1.3, 0.4, 0.8], [0.3, -0.4, -0.6], [0.2, -0.2, 0.1], [0.3, 0.1, -0.4], [0.1, -0.5, 1.1], [-0.3, -0.9, -1.8], [0.7, 0.1, 1.3], [-0.1, -2.6, -0.1], [0.0, -0.3, -1.5], [1.2, -1.1, -1.0], [-0.6, 0.3, 1.1], [-0.1, 0.5, 0.9], [-0.2, 0.0, -0.5], [-0.6, -0.6, 0.2], [1.5, 0.2, -0.1], [1.3, -1.1, -0.8], [-0.2, 0.4, 0.2], [0.4, 0.7, 0.8], [0.0, 0.8, -0.2], [-0.2, 1.0, -0.1], [-0.2, 0.3, 1.1], [0.3, 0.1, 0.0], [0.1, 0.5, 0.6], [-0.5, 0.7, 0.9], [-0.3, -0.1, 0.2], [0.4, 0.3, -0.6], [0.0, -0.3, -0.3], [-0.3, 0.4, 0.0], [-0.1, -0.5, -0.2], [-1.6, -0.1, 0.4], [-0.3, 0.4, -0.5], [-0.5, 0.4, 0.1], [0.1, 0.3, 0.2], [-0.5, 0.2, 0.1], [0.4, 0.2, -0.1], [0.5, -1.6, 0.8], [-1.1, 2.4, -0.2], [1.4, 0.3, 0.1], [1.1, -0.1, -0.1], [-0.9, -0.9, 0.9], [0.4, 0.7, 1.0], [0.6, 0.3, -0.4], [-0.2, 0.1, -1.0], [0.3, 0.7, -2.1], [-1.2, 0.2, -1.2], [-0.1, -1.0, 0.1], [-0.2, 0.5, 0.4], [0.2, 0.2, 0.2], [-0.3, 0.0, -0.8], [0.1, 0.2, 0.3], [-0.7, -0.4, -0.6], [-0.5, -0.4, 0.3], [-0.4, 0.1, 0.4], [-0.1, 0.2, -0.4], [0.0, 0.4, -0.4], [-1.0, -0.6, 0.1], [0.3, -0.9, -0.1], [-0.1, -0.5, 1.7], [0.3, 0.1, 0.1], [0.2, -0.6, 0.5], [0.6, 0.3, 0.5], [0.4, 0.1, -0.5], [-0.4, 0.1, -0.4], [0.1, -0.3, 0.4], [0.5, 0.8, 0.5], [-0.5, 0.4, 1.7], [-0.1, 0.7, 1.9], [0.9, 1.0, 0.5], [0.7, -1.1, -2.4], [1.4, 0.7, 1.1], [-0.7, -1.8, 0.7], [-1.5, -0.1, -2.5], [0.8, -0.9, 1.7], [1.2, -2.0, -0.7], [0.3, 0.1, 0.4], [0.5, 0.5, -0.7], [-0.6, 1.1, 0.1], [0.9, -0.6, -1.3], [-0.4, -0.5, -1.1], [0.2, -0.1, 0.1], [0.2, -0.1, -0.2], [-0.6, 0.8, -0.2], [-0.9, -0.1, 2.1], [0.0, 0.4, -1.4], [-1.3, -0.5, 0.1], [-0.7, 0.0, -0.6], [0.8, 0.4, -0.1], [-1.2, 1.4, 0.4], [0.1, -0.6, -0.3], [0.0, 0.0, 0.2], [-0.5, 0.6, 0.1], [0.0, 1.3, 0.3], [0.7, -0.8, 0.2], [-1.1, -0.5, 0.1], [0.9, 0.0, -0.5], [-1.7, 0.4, 0.8], [0.0, 1.4, 0.8], [-1.3, 0.5, 0.0], [1.4, -0.7, 1.2], [-1.3, -0.2, -1.6], [0.0, -0.3, -0.8], [-0.8, -1.7, 0.9], [0.6, -0.5, -1.2], [2.2, -1.7, 2.7], [-0.7, -0.7, 0.6], [1.4, 1.2, -0.1], [0.7, -1.2, -0.4], [0.2, 0.1, 0.1], [0.3, 0.8, -0.7], [0.5, 0.2, 0.2], [-0.1, -1.8, -0.5], [-0.4, 0.3, 0.1], [0.4, 0.1, -0.8], [0.0, -0.1, 0.6], [0.0, 0.4, 0.8], [-0.8, 0.8, -0.3], [-0.2, 1.3, -0.2], [-1.0, 0.5, -1.9], [0.2, 0.3, 0.2], [0.5, 0.8, -0.7], [0.0, 0.5, -0.4], [-0.2, 0.1, 0.4], [-0.1, -0.4, -0.3], [0.1, -0.4, -0.1], [0.0, 0.2, 0.5], [-0.7, -0.3, 1.9], [-1.5, 1.3, 0.6], [1.1, 1.5, -0.8], [1.9, -0.6, -0.1], [0.2, -0.1, -1.0], [1.0, -0.6, 0.8], [-0.2, 0.0, 0.6], [0.4, -0.1, -0.9], [0.7, -0.2, -1.0], [-0.7, -1.1, -1.0], [0.1, -0.5, -0.1], [-1.0, 0.2, 0.3], [-0.3, 0.5, 0.9], [0.0, -1.0, -0.2], [-0.6, 0.3, 0.3], [-0.1, 0.5, -1.5], [-0.3, 0.2, 1.0], [1.0, -0.6, 0.1], [0.7, -1.9, -0.9], [1.0, -0.4, 0.4], [-1.4, 0.8, -0.9], [1.3, -0.2, -0.7], [-0.5, -1.6, 0.3], [-0.2, 0.4, 0.1], [-0.2, 1.3, 0.4], [-0.2, 0.2, -0.1], [-0.8, 0.9, 0.3], [0.0, -0.3, 0.0], [0.0, 0.6, -0.2], [-0.7, 0.4, 1.0], [0.2, -0.5, 0.0], [0.0, 0.0, -0.3], [0.2, 0.7, 0.5], [-0.4, 0.3, 0.0], [0.1, 1.0, 0.5], [-2.6, -1.5, -1.3], [0.0, 0.0, 0.4], [-0.3, 0.0, 0.9], [-0.6, -0.4, 0.3], [0.9, -1.0, 0.0], [0.4, -0.1, 0.3], [0.4, 0.4, 0.2], [0.5, 0.0, -0.2], [0.1, -0.2, 0.6], [0.7, 0.5, 0.0], [0.2, 0.1, -0.8], [0.1, -0.2, -0.1], [0.4, -0.1, -0.3], [0.0, 0.3, -0.3], [-0.2, 0.8, 0.1], [-0.1, 0.4, -0.6], [-1.0, -2.7, -0.3], [0.9, 0.8, -0.6], [1.3, -0.1, 0.3], [-0.8, -0.4, -0.9], [0.1, -0.6, 1.6], [-0.6, 0.0, 0.9], [-0.1, 0.4, 1.0], [-0.2, 0.5, -0.5], [0.8, 0.5, -0.2], [-0.6, 0.0, 0.6], [0.2, -0.2, -0.5], [-0.5, 0.6, 0.6], [-0.6, -0.2, 0.2], [0.4, 0.8, -1.0], [0.4, 0.2, -0.4], [0.3, 0.4, -0.7], [0.0, -0.2, -0.1]],
  "e_homo_ev": -7.855,
  "smiles": "CC1(C)CCCC(C)(C)N1O.CC1(C)CCCC(C)(C)N1O.CC1(C)CCCC(C)(C)N1O.CC1(C)CCCC(C)(C)N1O.CC1(C)CCCC(C)(C)N1O.CC1(C)CCCC(C)(C)N1O.CC1(C)CCCC(C)(C)N1O.COC[C@H](C)N.COC[C@H](C)N.COC[C@H](C)N.COC[C@H](C)N",
  "e_above_lowest_kj_mol": 279.3,
  "gap_ev": 8.4030,
  "mol_weight_g_mol": 1457.4,
  "e_lumo_ev": 0.548
}